Record 1
A 8-piece molecular cluster, C7H26O7 overall in a non-equilibrium geometry, computed with ωB97M-V with the def2-TZVPD basis set.

Cartesian coordinates (Å):
C (1.05169, -3.31454, 0.24046)
C (0.77886, -2.82899, -0.96556)
C (1.02309, -1.34460, -1.25590)
C (2.20062, -1.06957, -1.83510)
C (2.50547, 0.26582, -2.35447)
C (-0.17895, -0.45999, -1.08209)
C (-0.79619, -0.68478, 0.26279)
H (0.91864, -4.32341, 0.57923)
H (1.48590, -2.74561, 1.06759)
H (0.57097, -3.35684, -1.86810)
H (2.83422, -1.88451, -2.15696)
H (3.59777, 0.37307, -2.53929)
H (2.29064, 1.17100, -1.75939)
H (2.02963, 0.37127, -3.37478)
H (0.18260, 0.56237, -1.25792)
H (-0.78440, -0.73428, -1.98704)
H (-1.28978, -1.67646, 0.33591)
H (-1.46489, 0.00930, 0.76307)
H (-0.08956, -0.87224, 1.09946)
O (-2.18924, 1.37407, 2.79324)
H (-2.04931, 2.08835, 2.09607)
H (-2.80205, 0.77463, 2.34873)
O (0.29787, 0.96968, 2.92497)
H (0.43446, 1.05994, 3.87404)
H (-0.71174, 0.87053, 2.75772)
O (0.89030, 3.43469, 1.98012)
H (1.51709, 3.39304, 1.24808)
H (0.93227, 2.56340, 2.44208)
O (-3.17039, 0.93731, -1.27858)
H (-3.68982, 1.72553, -1.08148)
H (-3.08868, 0.90113, -2.23969)
O (-1.03451, -0.62429, -4.19707)
H (-0.20050, -0.14178, -4.36315)
H (-0.77495, -1.05542, -3.36622)
O (-1.52688, 3.02265, 0.89166)
H (-0.71941, 3.49629, 1.21253)
H (-1.27238, 2.39164, 0.20672)
O (1.12199, -1.68392, 3.12656)
H (0.57810, -0.91634, 2.85596)
H (0.59145, -2.03814, 3.85582)

molar mass = 222.3 g mol⁻¹
structure (SMILES) = C=C/C(=C/C)CC.O.O.O.O.O.O.O
total energy = -22011.5345 eV
HOMO level = -9.06 eV
multiplicity = 1
HOMO-LUMO gap = 0.344 hartree

These are the Mulliken partial charges, in e, on atoms 1 to 4: atom 1 (C): -0.73, atom 2 (C): -0.72, atom 3 (C): 0.37, atom 4 (C): -0.02

Record 2
C38H60I2N8O3PPbS as an isolated structure in a non-equilibrium geometry, computed with ωB97M-V with the def2-TZVPD basis set.

Cartesian coordinates (Å):
Pb (-1.54425, 2.42543, -1.47036)
N (-4.48835, -0.98164, -3.07614)
C (-3.48487, -0.14258, -3.04948)
S (-3.70816, 1.51629, -2.96501)
N (-2.24301, -0.86794, -3.10344)
N (-1.28216, -0.27109, -3.54532)
C (-0.22059, -0.64174, -4.29759)
C (-0.33585, -1.78581, -5.16405)
C (-0.82644, -2.99529, -4.63392)
C (-0.80265, -4.12761, -5.41492)
C (-0.36847, -4.05595, -6.74334)
C (0.05293, -2.84930, -7.29178)
C (0.06662, -1.71071, -6.51118)
C (0.94724, 0.21014, -4.25715)
C (2.13962, -0.17558, -4.86895)
C (3.23143, 0.68034, -4.79342)
C (3.09968, 1.85604, -4.08579)
C (1.86616, 2.14771, -3.48232)
N (0.81817, 1.35967, -3.56936)
H (-5.43803, -0.63586, -3.04342)
H (-4.33632, -1.97640, -3.18890)
H (-1.16331, -3.05379, -3.60770)
H (-1.12945, -5.07237, -5.00172)
H (-0.38389, -4.94700, -7.35770)
H (0.36003, -2.79754, -8.32729)
H (0.35818, -0.76214, -6.94423)
H (2.22931, -1.12819, -5.36985)
H (4.16682, 0.41728, -5.26806)
H (3.92632, 2.54684, -3.98894)
H (1.73643, 3.06515, -2.91862)
I (0.05399, 5.28218, 0.29619)
C (-0.30033, 6.49554, -1.40982)
I (-1.30502, 5.47845, -2.98179)
H (0.66007, 6.81123, -1.79581)
H (-0.91279, 7.33806, -1.11670)
N (-3.37064, 3.72228, -0.19762)
C (-4.35318, 2.74824, 0.31664)
C (-5.26357, 3.25413, 1.43182)
C (-4.61209, 3.86448, 2.67590)
C (-4.13496, 2.85666, 3.71548)
N (-2.93593, 2.11566, 3.29190)
C (-1.72687, 2.65087, 3.19887)
N (-0.80628, 2.10571, 2.39776)
N (-1.40679, 3.72672, 3.93071)
C (-3.66267, 1.42471, 0.68031)
O (-4.24847, 0.62966, 1.39604)
O (-2.46545, 1.24431, 0.22344)
H (-2.94255, 4.24339, 0.56231)
H (-3.83285, 4.40190, -0.79576)
H (-5.01043, 2.49017, -0.51896)
H (-5.89251, 2.41271, 1.72586)
H (-5.93254, 4.00352, 1.00161)
H (-5.38235, 4.46755, 3.15980)
H (-3.79880, 4.55949, 2.43465)
H (-4.91147, 2.11870, 3.90509)
H (-3.93685, 3.35782, 4.66340)
H (-3.12228, 1.28121, 2.74285)
H (-1.07934, 1.47510, 1.65036)
H (0.09753, 2.53745, 2.29729)
H (-2.00103, 4.01290, 4.69030)
H (-0.45380, 4.04703, 3.96544)
O (0.28695, 0.22062, 0.18614)
P (1.13066, -0.78725, 0.95219)
C (2.37919, -1.40436, -0.25636)
C (1.66285, -2.14793, -1.40256)
C (1.58561, -3.66604, -1.21936)
C (2.96273, -4.26431, -0.94279)
C (3.57663, -3.63256, 0.30121)
C (3.68369, -2.11917, 0.15060)
C (1.92771, 0.10928, 2.34045)
C (2.60022, 1.39834, 1.78629)
C (4.11966, 1.24933, 1.72907)
C (4.69593, 1.10507, 3.14752)
C (3.71563, 0.38348, 4.08878)
C (2.84804, -0.62675, 3.33707)
C (0.02609, -2.12763, 1.54503)
C (0.65721, -3.21209, 2.44868)
C (-0.37671, -3.79155, 3.41451)
C (-0.87823, -2.72636, 4.39116)
C (-1.14322, -1.37452, 3.69324)
C (-1.25265, -1.52729, 2.17317)
H (2.66562, -0.41186, -0.63148)
H (2.21954, -1.95542, -2.32636)
H (0.65974, -1.72347, -1.53587)
H (1.15996, -4.10996, -2.12394)
H (0.91723, -3.92306, -0.39421)
H (3.61808, -4.08716, -1.80286)
H (2.87968, -5.34400, -0.81535)
H (4.57252, -4.03992, 0.47930)
H (2.97489, -3.88339, 1.17523)
H (4.40813, -1.91461, -0.64605)
H (4.10009, -1.68281, 1.05290)
H (1.03475, 0.41733, 2.89357)
H (2.37406, 2.24078, 2.45169)
H (2.18865, 1.64590, 0.80549)
H (4.56155, 2.11430, 1.23258)
H (4.37204, 0.37569, 1.12437)
H (4.91721, 2.09426, 3.55161)
H (5.64226, 0.56439, 3.10809)
H (3.06428, 1.10831, 4.58709)
H (4.26578, -0.13076, 4.87621)
H (2.24398, -1.17812, 4.05760)
H (3.49549, -1.35060, 2.84479)
H (-0.25776, -2.56653, 0.58275)
H (1.48341, -2.80562, 3.03240)
H (1.06822, -4.01571, 1.84130)
H (0.05989, -4.62643, 3.96178)
H (-1.21390, -4.19407, 2.83812)
H (-0.14575, -2.59437, 5.19000)
H (-1.78874, -3.08237, 4.87418)
H (-0.34359, -0.67151, 3.93982)
H (-2.06794, -0.93478, 4.07644)
H (-1.50757, -0.59209, 1.67451)
H (-2.08271, -2.20489, 1.96270)

molar mass = 1201.0 g mol⁻¹
total energy = -99995.4230 eV
charge = +3
HOMO level = -15.63 eV
multiplicity = 1
HOMO-LUMO gap = 0.182 hartree

These are the Mulliken partial charges, in e, on atoms 1 to 4: atom 1 (Pb): 0.57, atom 2 (N): -0.28, atom 3 (C): 0.50, atom 4 (S): -0.42

Record 3
A 2-piece molecular cluster, C3H9N2 overall in a non-equilibrium geometry, computed with ωB97M-V with the def2-TZVPD basis set.

Cartesian coordinates (Å):
C (0.30044, -1.90983, -1.11624)
C (0.22283, -1.19713, 0.19777)
C (0.26555, 0.06606, 0.53773)
N (-0.80139, 3.59157, -0.57921)
N (-0.00645, -1.94917, 1.36933)
H (-0.43904, -2.69146, -1.14059)
H (1.31643, -2.25321, -1.24582)
H (0.08550, -1.19872, -1.91048)
H (0.42183, 0.60969, 1.46759)
H (-0.68259, 2.57220, -0.57016)
H (-0.25076, 4.18297, -1.24289)
H (-0.65802, 4.03034, 0.35371)
H (0.81158, -2.36582, 1.81137)
H (-0.58591, -1.48748, 2.06790)

molar mass = 73.1 g mol⁻¹
total energy = -6212.0903 eV
charge = +2
HOMO level (spin up / spin down) = -19.36 / -19.24 eV
multiplicity = 2
expectation value of S² = 1.193
HOMO-LUMO gap (spin up / spin down) = 0.311 / 0.206 hartree

These are the Mulliken partial charges, in e, on atoms 1 to 4: atom 1 (C): -0.97, atom 2 (C): 0.68, atom 3 (C): -0.57, atom 4 (N): -0.13